1.
This record from OMol25 describes a structure of composition C34H33N10O2S2Sr at a distorted geometry. The level of theory is wB97M-V/def2-TZVPD.

Computed properties:
charge = +1
relative energy (zero: lowest compared OMol25 entry of this formula, charge and spin) = 24.1 kcal/mol
calculated total energy = -77290.5318 eV

Cartesian coordinates (Å):
Sr  -0.1432  0.9913  0.1231
C  3.0703  1.6730  -0.5580
N  2.6195  0.7788  0.4931
C  3.4570  0.6532  1.6805
C  2.2735  -0.5659  -0.0051
C  2.9344  -1.1267  -1.0884
C  2.7915  -2.4784  -1.4907
C  1.9770  -3.2092  -0.6815
C  1.3140  -2.6852  0.3739
C  1.4021  -1.3252  0.8119
N  0.6332  -0.7488  1.8091
C  -0.2026  -1.4295  2.6393
C  -0.0506  -2.7345  3.0924
C  -0.8961  -3.2671  4.0758
C  -1.9754  -2.5450  4.4730
C  -2.3145  -1.3277  3.8381
C  -1.3790  -0.6876  3.0259
N  -1.5929  0.6574  2.5314
C  -2.9751  1.0927  2.5499
C  -0.8050  1.6038  3.3351
H  4.0223  1.4438  -1.0552
H  2.2739  1.8290  -1.2600
H  3.2495  2.6745  -0.1521
H  4.3030  0.0004  1.5537
H  3.8933  1.6205  1.9446
H  2.7884  0.3437  2.4525
H  3.7094  -0.5569  -1.5532
H  3.2232  -3.0157  -2.2890
H  1.7688  -4.2699  -0.8798
H  0.7237  -3.3940  0.9656
H  0.8870  -3.1792  2.8507
H  -0.5025  -4.1191  4.5973
H  -2.6087  -2.9579  5.2063
H  -3.2152  -0.8115  4.1763
H  -3.3991  1.2760  3.5634
H  -3.0482  2.0095  1.9786
H  -3.5546  0.3098  2.0027
H  -1.1134  1.6141  4.3937
H  0.2547  1.2453  3.3783
H  -0.9280  2.6260  2.9895
O  1.2141  -5.6776  -3.3606
N  0.2075  -5.0903  -3.5012
O  -0.8336  -5.5569  -3.9538
C  0.0756  -3.6222  -3.1613
C  0.6410  -2.7736  -3.9837
C  0.6551  -1.3511  -3.7461
C  1.1648  -0.3918  -4.6194
C  1.0262  0.9828  -4.2847
C  0.3165  1.3411  -3.1514
N  -0.1966  0.4240  -2.3816
C  -0.0472  -0.8878  -2.6361
C  -0.7844  -1.8430  -1.7746
N  -1.5256  -1.2980  -0.7573
C  -2.1884  -2.1583  0.0461
C  -2.2149  -3.5501  -0.1506
C  -1.5241  -4.0439  -1.2434
C  -0.7698  -3.2071  -2.0668
H  1.2106  -3.1402  -4.8676
H  1.7440  -0.7681  -5.4270
H  1.4517  1.8032  -4.7733
H  0.1937  2.4397  -2.8269
H  -2.8417  -1.7260  0.8995
H  -2.8488  -4.2269  0.4744
H  -1.5198  -5.0988  -1.4148
N  1.8724  3.3543  2.4646
C  1.2009  4.1342  1.5511
N  0.2607  3.6604  0.7780
C  -0.2636  4.6555  0.0176
C  0.2863  5.8529  0.1709
S  1.4361  5.8447  1.4038
C  -1.4334  4.3512  -0.8122
C  -2.3647  5.2191  -1.2361
S  -3.5854  4.4645  -2.0773
C  -2.8321  2.9682  -1.7679
N  -1.7025  3.0186  -1.1047
N  -3.3479  1.8284  -2.3023
H  1.6388  2.4053  2.5671
H  2.6283  3.7508  2.9542
H  0.0375  6.9046  -0.2178
H  -2.1437  6.3025  -1.2856
H  -4.3469  1.7301  -2.2822
H  -2.8120  0.9680  -2.0518

Atomic partial charges in e from the Mulliken method, atoms 1 to 4: 1.743 -1.217 1.398 -1.365



2.
This record from OMol25 describes a structure of composition C34H33N4O7RuS3Se at a distorted geometry. The level of theory is wB97M-V/def2-TZVPD.

Computed properties:
charge = +1
calculated total energy = -156513.7226 eV

Cartesian coordinates (Å):
Ru  0.1380  -0.6722  -0.2669
C  -3.2790  5.6335  0.1089
O  -1.8520  5.7498  0.1901
C  -1.1207  4.6709  -0.0263
C  0.3186  4.9483  0.1088
C  1.2108  3.9758  -0.0344
C  0.7373  2.5849  -0.1666
C  2.6650  1.0789  -0.5382
C  3.6982  1.8956  0.1614
O  2.7720  -0.0649  -0.8802
C  -0.7009  2.3696  -0.5617
O  -1.0178  1.2325  -0.9355
C  -1.6105  3.4500  -0.3758
H  -3.6690  6.6040  0.3920
H  -3.6338  4.8696  0.8000
H  -3.5777  5.3928  -0.9109
H  0.6097  5.9725  0.2965
H  2.2711  4.1760  -0.0113
H  3.3085  2.2855  1.1053
H  3.9904  2.7350  -0.4702
H  4.5628  1.2695  0.3597
H  -2.6583  3.2569  -0.5430
S  -0.6083  -0.6657  5.3233
C  -1.2481  -0.6550  6.9026
C  -2.6030  -0.7781  6.8983
C  -3.1272  -0.8865  5.5818
C  -2.1628  -0.8453  4.6170
C  -2.3431  -0.9407  3.1591
C  -1.2313  -1.1401  2.3176
N  -1.3241  -1.2039  1.0048
C  -2.5509  -1.0812  0.4449
C  -3.7082  -0.8898  1.1760
C  -4.9537  -0.7528  0.4572
C  -4.9855  -0.7937  -0.8920
C  -3.7725  -0.9720  -1.6571
C  -3.6994  -0.9246  -3.0554
C  -2.4855  -1.0491  -3.6947
C  -1.3494  -1.2813  -2.8937
N  -1.3890  -1.3298  -1.5754
C  -2.5821  -1.1391  -0.9704
C  -2.3394  -0.9385  -5.1576
C  -1.1894  -0.8026  -5.8809
C  -1.4207  -0.7100  -7.2816
C  -2.7436  -0.7759  -7.5884
S  -3.7070  -0.9506  -6.1933
C  -3.5772  -0.8081  2.5697
H  -0.5905  -0.5517  7.7510
H  -3.2052  -0.7965  7.7949
H  -4.1811  -1.0026  5.3687
H  -0.2356  -1.2450  2.7252
H  -5.8655  -0.6128  1.0244
H  -5.9231  -0.6919  -1.4243
H  -4.6090  -0.7694  -3.6259
H  -0.3817  -1.4617  -3.3425
H  -0.2047  -0.7451  -5.4377
H  -0.6400  -0.6036  -8.0203
H  -3.2059  -0.7367  -8.5618
H  -4.4562  -0.6141  3.1723
O  1.4432  2.6968  2.7527
Se  0.5321  1.7819  1.7823
O  1.2029  0.2713  1.4607
O  1.4989  1.6928  -0.9236
O  -1.0445  1.6636  2.1363
C  5.0321  -2.7188  2.4691
C  4.3761  -1.6880  1.5645
N  3.0624  -2.1090  1.0829
C  2.6770  -2.6740  -0.0518
S  0.9659  -2.8792  -0.3102
N  3.4922  -3.1294  -0.9944
C  4.9536  -3.1910  -1.0720
C  5.5399  -2.0081  -1.8253
H  6.0089  -2.3625  2.7987
H  5.1678  -3.6736  1.9591
H  4.4207  -2.9000  3.3538
H  5.0045  -1.4355  0.7138
H  4.2097  -0.7616  2.1154
H  2.2784  -1.8696  1.6714
H  2.9886  -3.4487  -1.8071
H  5.1944  -4.1221  -1.5835
H  5.3662  -3.2727  -0.0710
H  5.1594  -1.9724  -2.8469
H  6.6265  -2.0926  -1.8704
H  5.2800  -1.0656  -1.3418

Atomic partial charges in e from the Mulliken method, atoms 1 to 4: 0.003 -0.842 -0.418 0.784



3.
This record from OMol25 describes a structure of composition C34H34AuN4P2S at a distorted geometry. The level of theory is wB97M-V/def2-TZVPD.

Computed properties:
charge = +3
relative energy (zero: lowest compared OMol25 entry of this formula, charge and spin) = 0.0 kcal/mol
calculated total energy = -74853.1102 eV

Cartesian coordinates (Å):
Au  2.4816  1.5746  0.1652
C  -0.5709  -0.7218  2.7335
N  0.1936  -0.1379  1.5968
P  1.9328  -0.0606  1.6412
C  2.6093  -1.7115  1.5720
C  3.6181  -2.0084  0.6570
C  4.2748  -3.2280  0.7327
C  3.9210  -4.1424  1.7139
C  2.9054  -3.8527  2.6203
C  2.2407  -2.6410  2.5528
C  2.3375  0.5872  3.2652
C  3.5000  0.1611  3.9067
C  3.9474  0.8366  5.0335
C  3.2475  1.9320  5.5147
C  2.0793  2.3515  4.8854
C  1.6337  1.6927  3.7550
P  -0.5696  0.0911  0.1358
C  -0.9795  1.8066  -0.0415
C  -1.1953  2.5913  1.0924
C  -1.5509  3.9184  0.9222
C  -1.6725  4.4583  -0.3540
C  -1.4665  3.6685  -1.4802
C  -1.1132  2.3394  -1.3273
C  -2.0543  -0.8773  0.1892
C  -3.3095  -0.2627  0.1086
C  -4.4505  -1.0470  0.1965
C  -4.3437  -2.4243  0.3345
C  -3.0929  -3.0412  0.3735
C  -1.9471  -2.2762  0.2845
H  0.0179  -0.5796  3.6370
H  -0.7773  -1.7813  2.5993
H  -1.5171  -0.1971  2.8529
H  3.8972  -1.2821  -0.0986
H  5.0622  -3.4620  0.0294
H  4.4442  -5.0869  1.7825
H  2.6459  -4.5624  3.3941
H  1.4783  -2.4081  3.2842
H  4.0485  -0.6968  3.5399
H  4.8461  0.5063  5.5361
H  3.6065  2.4602  6.3877
H  1.5307  3.2003  5.2707
H  0.7420  2.0326  3.2417
H  -1.1221  2.1690  2.0854
H  -1.7457  4.5334  1.7906
H  -1.9408  5.5000  -0.4710
H  -1.5788  4.0913  -2.4693
H  -0.9394  1.7164  -2.1981
H  -3.3940  0.8114  0.0056
H  -5.4246  -0.5778  0.1618
H  -5.2401  -3.0255  0.4115
H  -3.0218  -4.1159  0.4727
H  -0.9696  -2.7471  0.2965
C  3.4334  5.8768  -0.9612
C  3.1123  4.4675  -0.8819
N  2.8667  3.3500  -0.8198
H  4.2629  6.0945  -0.2878
H  2.5684  6.4680  -0.6622
H  3.7231  6.1500  -1.9756
N  0.5491  -0.8335  -4.0361
C  -0.1071  -1.0625  -2.9155
S  0.8227  -0.9849  -1.4063
N  -1.3929  -1.3363  -2.8959
C  -2.2806  -1.6301  -3.9874
C  -3.6247  -1.3440  -3.7816
C  -4.5408  -1.5853  -4.7903
C  -4.1213  -2.1412  -5.9922
C  -2.7855  -2.4663  -6.1736
C  -1.8554  -2.2149  -5.1748
H  1.5419  -0.6569  -4.0194
H  0.0732  -0.7944  -4.9284
H  -1.8333  -1.3379  -1.9837
H  -3.9457  -0.9151  -2.8383
H  -5.5820  -1.3372  -4.6377
H  -4.8387  -2.3474  -6.7742
H  -2.4646  -2.9426  -7.0897
H  -0.8355  -2.5509  -5.3089

Atomic partial charges in e from the Mulliken method, atoms 1 to 4: 0.332 -1.326 0.705 0.971



- Among the records above, which one has the highest calculated total energy?
  C34H34AuN4P2S



- Look up the calculated total energy of the second one.
  -156513.7226 eV



- Among the records above, which one has the lowest calculated total energy?
  C34H33N4O7RuS3Se



- Which value of calculated total energy does entry 1 give?
  -77290.5318 eV